# 1
Molecular formula: C12H23N3O3
Method: DFT, the ωB97M-V functional and the def2-TZVPD basis

```
41
Properties=species:S:1:pos:R:3
C 0.076 2.222 0.642
N -2.066 -1.528 -2.413
H -3.831 -0.502 2.180
H 0.226 -1.980 2.436
H -3.423 -2.059 2.740
O 0.986 0.107 -1.816
C -0.285 0.717 0.672
H -4.812 -2.424 -2.822
H -0.328 4.588 -1.091
C -4.245 -2.271 -1.852
H -4.879 -2.068 -0.960
H -1.875 -1.504 1.113
O -3.525 0.042 -1.795
H 1.447 4.371 -1.444
H 0.444 -2.248 -3.263
C -1.014 -0.654 -2.893
H 0.948 4.642 0.175
N 0.501 2.761 -0.495
H 0.725 2.150 -1.280
C -3.266 -1.134 -2.028
H -3.682 -3.176 -1.579
H -2.106 1.077 1.606
H -0.531 -1.289 3.872
H -1.171 -2.792 3.168
C 0.632 4.193 -0.744
N -0.882 0.246 -0.593
C -0.096 -1.470 -3.829
C -1.690 -1.012 2.076
C -0.220 -0.039 -1.731
H -1.908 0.258 -0.595
H -0.663 -1.905 -4.620
H -1.895 -2.518 -2.467
H -0.802 0.745 2.776
H -1.482 0.186 -3.418
O -0.061 2.900 1.658
C -3.073 -1.026 2.749
C -0.712 -1.824 2.958
H 0.648 0.217 0.823
C -1.248 0.433 1.818
H 0.602 -0.802 -4.316
H -2.954 -0.629 3.755
```

Calculated values
- E_LUMO: 0.5 eV
- ΔE to the lowest compared entry with this formula, charge and spin: 0.053 eV
- HOMO: -9.1 eV

Löwdin population analysis, charges in e, atoms 1 to 8:
1 C -0.4474
2 N 0.0849
3 H 0.0719
4 H 0.0725
5 H 0.0731
6 O 0.0536
7 C -0.1840
8 H 0.1106

# 2
Molecular formula: C12H23N3O3S2
Method: DFT, the ωB97M-V functional and the def2-TZVPD basis

```
43
Properties=species:S:1:pos:R:3
H -3.931 1.711 1.426
H 1.359 1.691 -6.892
H 1.806 0.205 -5.982
H 0.851 -0.174 4.409
H -1.472 -0.725 4.736
C 0.462 -0.893 3.674
H 1.103 -1.758 3.617
H 2.402 0.031 1.896
C 1.326 0.225 0.017
C -4.311 -1.577 1.100
O 6.417 1.220 -4.413
H -3.485 -0.602 3.634
N -3.705 -0.320 1.513
N 5.317 1.718 -4.371
H -4.924 0.856 0.279
H -4.875 -1.422 0.190
S 2.784 -0.010 -1.077
C -2.848 -0.336 2.743
H -0.889 -2.378 4.440
H -2.421 0.653 2.938
H 1.079 1.288 0.153
O 4.950 2.716 -4.993
C 0.317 -0.311 2.254
C -4.547 0.865 1.286
H 4.776 0.321 -2.894
C 3.007 1.206 -3.549
H -2.109 -2.360 2.564
O -0.714 -1.061 1.681
H 0.453 -0.224 -0.481
C -1.690 -1.364 2.690
C 4.388 1.058 -3.563
H 1.193 0.523 -2.770
C 2.062 1.241 -6.166
H 0.013 0.740 2.327
H -5.005 -1.926 1.852
N 2.213 0.496 -2.604
C -0.934 -1.373 4.032
S 2.094 2.255 -4.620
H 3.053 1.241 -6.615
H -5.409 0.817 1.979
C 1.591 -0.412 1.367
H -3.615 -2.392 0.932
H 1.871 -1.458 1.263
```

Calculated values
- E_LUMO: -0.2 eV
- ΔE to the lowest compared entry with this formula, charge and spin: 0.000 eV
- HOMO: -8.2 eV

Löwdin population analysis, charges in e, atoms 1 to 8:
1 H 0.0626
2 H 0.0441
3 H 0.0344
4 H 0.1245
5 H 0.1128
6 C -0.1132
7 H 0.1112
8 H 0.1075

# 3
Molecular formula: C12H24AsPtSi2
Method: DFT, the ωB97M-V functional and the def2-TZVPD basis

```
40
Properties=species:S:1:pos:R:3
H 0.528 -0.053 3.863
H 3.087 -0.144 0.636
H 1.923 2.800 2.644
C -2.842 0.744 -0.884
C 1.549 2.552 1.647
C 2.446 -0.377 1.495
H -1.697 4.320 0.115
C -0.131 0.204 3.029
Pt -0.550 0.818 -0.271
C 2.693 -2.938 -1.607
H 2.368 2.683 0.937
H -0.680 -2.032 0.427
H -0.366 -3.731 0.051
H -3.098 0.413 1.241
As 1.251 0.213 -1.544
C -2.514 1.690 -1.865
H 3.044 -0.245 2.399
H -1.933 3.733 -2.262
H 2.165 -1.430 1.437
H 0.770 3.270 1.392
C -2.130 2.988 -1.505
H -0.805 0.992 3.369
H 0.804 -2.801 0.984
C 0.096 -2.745 0.156
H -3.268 -0.208 -1.169
H -1.115 -2.059 -2.823
C -0.129 -2.505 -2.965
Si 0.939 0.763 1.572
H 3.208 -2.502 -2.464
C -1.998 3.320 -0.167
H -0.270 -3.569 -3.164
H 3.284 -2.721 -0.715
Si 0.957 -2.234 -1.448
H 0.323 -2.054 -3.851
H -0.721 -0.681 2.788
H -2.612 1.428 -2.911
H 2.670 -4.021 -1.740
H -2.216 2.652 1.870
C -2.284 2.372 0.828
C -2.744 1.093 0.478
```

Calculated values
- Net charge: +1
- E_LUMO (spin up / spin down): -5.4 / -5.4 eV
- ΔE to the lowest compared entry with this formula, charge and spin: 0.096 eV
- HOMO (spin up / spin down): -11.8 / -11.8 eV

Löwdin population analysis, charges in e, atoms 1 to 8:
1 H 0.0387
2 H 0.0162
3 H 0.0389
4 C -0.1837
5 C -0.2160
6 C -0.2357
7 H 0.1229
8 C -0.2031

# 4
Molecular formula: C12H24BCeN6
Method: DFT, the ωB97M-V functional and the def2-TZVPD basis

```
44
Properties=species:S:1:pos:R:3
H 12.534 12.450 5.098
H 6.345 7.213 4.869
H 5.448 9.963 4.492
C 7.614 9.633 3.014
N 9.242 11.957 4.590
C 6.795 7.593 3.978
H 6.776 9.929 2.332
H 7.992 6.780 2.375
N 11.811 10.579 4.173
C 12.605 8.448 4.036
B 11.890 12.154 4.135
H 12.417 12.642 3.143
N 9.139 6.768 4.094
H 11.298 7.965 2.284
C 6.338 9.680 5.123
C 10.122 13.948 4.109
H 8.347 9.037 2.431
H 7.334 12.742 5.123
N 10.419 12.684 4.118
H 6.792 10.627 5.497
H 13.187 7.525 4.196
C 7.824 6.620 3.467
H 11.077 5.997 3.873
N 7.268 8.945 4.272
H 8.413 15.176 4.860
H 10.070 5.988 2.411
H 5.953 7.608 3.232
H 8.307 7.305 5.942
H 5.970 9.172 6.006
H 8.135 10.563 3.200
H 9.911 6.446 6.081
H 10.857 14.643 3.755
C 12.713 9.686 4.711
Ce 9.867 9.507 4.846
H 7.497 5.587 3.584
C 8.990 6.529 5.528
H 8.441 5.563 5.716
H 9.796 4.777 3.674
N 11.073 9.886 3.095
C 8.347 12.941 4.923
H 13.393 10.002 5.490
C 11.588 8.620 3.080
C 8.827 14.206 4.668
C 10.049 5.815 3.508
```

Calculated values
- Net charge: +2
- E_LUMO (spin up / spin down): -7.9 / -8.0 eV
- HOMO (spin up / spin down): -15.0 / -15.0 eV
- ⟨S²⟩: 0.75
- Multiplicity: 2

Löwdin population analysis, charges in e, atoms 1 to 8:
1 H 0.0877
2 H 0.1177
3 H 0.1320
4 C -0.0953
5 N -0.0867
6 C -0.1796
7 H 0.1471
8 H 0.1418

# 5
Molecular formula: C12H24BF4O8P2
Method: DFT, the ωB97M-V functional and the def2-TZVPD basis

```
51
Properties=species:S:1:pos:R:3
C -3.712 0.222 -0.579
C -3.178 -0.774 0.586
O 2.622 5.720 -0.144
O 4.293 7.233 -0.293
F 1.048 -2.523 -4.450
O 2.788 -0.945 1.762
F 2.387 -3.687 -3.015
F 0.257 -4.315 -3.347
H -3.341 1.278 -0.312
H -1.486 0.483 1.271
H 4.807 -1.587 1.777
C 3.415 6.724 0.331
O 0.950 -2.667 1.792
H -2.865 -4.448 0.234
O 0.590 -2.437 -2.158
H 0.865 -3.396 1.141
H -1.343 -1.313 1.704
H 2.550 -1.727 -1.552
H -5.451 -1.954 -1.059
H 2.251 4.431 1.420
H -4.853 0.290 -0.568
P 0.753 -0.576 -0.232
B 1.565 -1.508 1.243
H 3.560 -2.958 1.914
F 1.694 6.162 3.125
P 1.412 1.517 -0.098
H 0.830 2.356 -1.108
O 1.221 2.097 1.329
O -0.909 -0.776 -0.385
C 1.101 -3.193 -3.230
C 1.801 5.303 0.939
H -4.399 -2.584 1.167
H -1.885 -3.381 1.351
C -4.457 -2.503 -1.043
H -4.690 -3.624 -1.096
C 3.805 -1.964 1.404
C 1.513 -1.345 -1.818
C -2.494 -3.381 0.376
O 3.073 7.074 1.602
C -1.624 -0.589 0.877
H 2.849 1.473 -0.293
H -1.722 -3.204 -0.462
H 1.023 7.246 1.575
H 3.791 -2.115 0.277
H 0.801 5.036 0.592
H -3.798 -2.279 -1.943
H 1.486 -0.634 -2.705
H -3.304 -0.066 -1.603
H -3.723 -0.414 1.535
C -3.658 -2.288 0.345
C 1.795 6.512 1.821
```

Calculated values
- Net charge: +1
- E_LUMO: -5.2 eV
- HOMO: -13.2 eV

Löwdin population analysis, charges in e, atoms 1 to 8:
1 C -0.0822
2 C -0.2757
3 O 0.0596
4 O 0.1845
5 F 0.1369
6 O -0.0508
7 F 0.1257
8 F 0.1207

# 6
Molecular formula: C12H24BNO
Method: DFT, the ωB97M-V functional and the def2-TZVPD basis

```
39
Properties=species:S:1:pos:R:3
C 0.689 -0.751 0.066
C -1.453 0.456 1.899
H 2.378 3.190 1.072
H -0.334 -2.158 1.677
C -0.901 -2.180 -2.109
H 1.149 -0.447 3.155
H -0.394 -0.134 -3.931
H -2.132 1.143 2.328
O -0.166 1.727 -0.450
H -3.438 1.213 0.607
H -3.493 -0.183 -0.606
C -0.648 -0.297 -0.400
H -2.102 -0.348 -1.939
C -0.147 0.143 -2.894
H -0.612 -2.778 -1.125
H 0.016 -2.323 -2.779
C -1.009 -0.606 -1.836
H 0.903 0.082 -2.807
C 2.092 2.966 -0.068
H 2.255 -1.846 2.750
H 2.747 0.898 2.270
H -1.833 -2.472 -2.642
C -1.821 -0.169 0.497
H -2.231 -1.154 0.814
H 1.321 -1.079 -0.865
B 1.071 1.732 0.038
H 1.108 -2.657 0.996
N 1.502 0.401 0.484
H 1.744 3.959 -0.360
H -1.121 -0.360 2.608
C 0.677 -1.726 1.298
C -2.939 0.722 -0.194
H 3.414 -0.424 1.061
H -2.342 1.408 -0.730
H -0.463 1.208 -2.888
C 2.423 -0.002 1.544
H 2.946 2.708 -0.656
C 1.677 -1.048 2.282
H -0.532 1.187 1.834
```

Calculated values
- E_LUMO: 0.4 eV
- ΔE to the lowest compared entry with this formula, charge and spin: 2.165 eV
- HOMO: -8.2 eV

Löwdin population analysis, charges in e, atoms 1 to 8:
1 C -0.2291
2 C -0.0469
3 H 0.0949
4 H 0.1377
5 C -0.0389
6 H 0.1387
7 H 0.0834
8 H 0.0509

# 7
Molecular formula: C12H24Br2F3O6PS2
Method: DFT, the ωB97M-V functional and the def2-TZVPD basis

```
50
Properties=species:S:1:pos:R:3
O 2.032 4.581 -1.512
O 3.808 4.446 0.246
H -0.028 -5.062 -4.560
H -1.850 -2.400 2.357
H -2.311 -3.657 -1.365
H 5.393 4.454 -1.866
O -1.945 0.014 0.870
H -5.273 3.309 0.897
H -0.559 -6.708 -2.446
C 1.606 5.579 0.874
H -0.111 1.893 3.226
F 2.243 -4.388 -3.921
H -4.745 1.990 1.953
C -4.440 2.938 1.501
H 1.805 5.362 1.924
C -0.213 -4.659 -3.452
S -1.884 0.927 1.993
H -4.253 3.640 2.320
O -2.063 2.451 1.446
H 0.530 5.651 0.703
C -3.197 2.761 0.649
C -0.192 1.075 2.509
C -1.187 -5.749 -2.712
C 1.267 -4.472 -2.771
H 5.629 3.582 0.498
H 2.094 6.507 0.569
C -1.108 -5.416 0.404
F 1.719 -5.601 -1.926
C -1.232 -4.445 1.563
C 4.722 3.413 -0.093
H -0.697 -3.587 -3.596
H -3.351 2.000 -0.123
H -2.979 3.703 0.135
F 1.387 -3.170 -2.034
S 2.233 4.247 -0.119
P -2.154 -5.083 -1.204
H -2.207 -2.542 0.506
H -3.303 -3.494 1.822
H -2.009 -6.064 -3.519
O -2.708 0.755 3.169
H 0.431 1.263 1.632
O 1.772 2.996 0.446
H 0.101 0.135 2.982
Br 0.107 -7.029 0.599
H 4.213 3.186 -2.185
C -2.223 -3.131 1.517
H 5.880 2.742 -1.789
C 5.076 3.449 -1.567
H 4.328 2.433 0.196
Br -0.154 -4.824 3.253
```

Calculated values
- E_LUMO: 0.2 eV
- ΔE to the lowest compared entry with this formula, charge and spin: 4.769 eV
- HOMO: -8.2 eV

Löwdin population analysis, charges in e, atoms 1 to 8:
1 O -0.2815
2 O -0.2657
3 H 0.1365
4 H 0.0683
5 H -0.0661
6 H 0.0860
7 O -0.2967
8 H 0.0805

# 8
Molecular formula: C12H24ClInN4O5S
Method: DFT, the ωB97M-V functional and the def2-TZVPD basis

```
48
Properties=species:S:1:pos:R:3
C -2.946 1.520 -2.358
H -1.274 2.488 0.973
H -2.321 0.295 1.267
H 1.819 0.340 5.373
H -0.319 -2.860 -1.556
N 1.333 -1.849 -0.620
O 1.078 -0.325 1.983
H 0.504 -5.106 -2.689
H 0.410 0.817 4.366
O 2.962 0.835 -0.277
H -0.750 1.365 -2.496
H -3.401 3.270 0.439
C 1.152 -5.233 -1.826
O 1.340 2.502 -0.182
H -3.563 0.805 -2.900
H -4.413 1.107 0.615
N 1.504 -3.921 -1.273
H 3.341 -1.647 0.147
C 2.609 -2.288 -0.311
H 0.635 -5.830 -1.078
H 3.413 1.697 3.788
H -0.682 2.971 -0.608
C 2.715 -3.573 -0.723
H -4.416 0.031 -0.784
O 3.209 2.788 -1.664
C -2.871 2.966 -0.462
C -1.457 2.417 -0.099
C 2.768 1.494 2.934
H 0.688 -0.901 4.788
In 0.673 0.088 -0.005
H 2.057 -5.745 -2.135
H -2.792 2.392 -2.990
O 1.493 1.152 -2.074
H 3.537 -4.264 -0.655
H 3.347 1.550 2.015
S 2.155 -0.172 3.096
Cl 2.313 1.879 -1.093
H -2.776 3.831 -1.116
H 1.931 2.190 2.901
C -1.574 0.868 -1.993
H -2.393 -0.847 -0.080
H -1.564 -0.187 -2.277
C -2.463 0.209 0.190
N -1.396 0.980 -0.513
C -3.844 0.792 -0.257
N -3.626 1.925 -1.138
C 0.696 -2.867 -1.195
C 1.160 0.050 4.553
```

Calculated values
- Net charge: +2
- E_LUMO: -7.1 eV
- HOMO: -14.2 eV

Löwdin population analysis, charges in e, atoms 1 to 8:
1 C -0.1106
2 H 0.1294
3 H 0.1257
4 H 0.0846
5 H 0.1548
6 N -0.0329
7 O -0.5862
8 H 0.1059